# 1
Formula: C4H5EuO2
Source: OMol25
Level of theory: ωB97M-V/def2-TZVPD

Values from the calculation:
Kohn-Sham gap (alpha / beta)   7.41 / 7.58 eV
2S+1   8
Energy relative to the best compared isomer or geometry (same formula, charge and spin)   444.2 kJ/mol
Net charge   +3
E_HOMO (alpha / beta)   -19.8 / -19.9 eV
⟨S²⟩   15.758

Atoms and positions in Å:
H 1.13305 1.88449 0.18148
C 0.77981 3.27329 -0.25597
C -0.16245 2.33399 0.18786
O -0.91916 2.23540 1.10966
Eu -2.49293 0.42381 2.34631
H 1.31692 3.04123 -1.18089
O -0.03020 5.99253 -1.23462
C 0.54233 5.23591 -0.45082
C 1.24223 5.06574 0.69390
H -0.16375 5.63820 -2.14048
H 0.67053 5.03819 1.63031
H 2.31615 5.27555 0.69878

Löwdin analysis output, partial charges in e: 0.251, 0.038, -0.341, -0.130, 1.946, 0.130, 0.356, -0.069, 0.243, 0.227, 0.169, 0.180

***

# 2
Formula: C15H21N3O3S
Source: OMol25
Level of theory: ωB97M-V/def2-TZVPD

Values from the calculation:
Kohn-Sham gap   8.64 eV
SMILES string   COCCNC(=S)N/N=C(\C)CCc1ccc2c(c1)OCO2
Energy relative to the best compared isomer or geometry (same formula, charge and spin)   270.5 kJ/mol
Net charge   0
E_HOMO   -7.9 eV

Atoms and positions in Å:
C -3.19419 -1.35870 2.67124
O -2.15194 -1.57112 1.75003
C -2.57007 -1.98814 0.46678
C -3.15407 -0.83850 -0.36328
N -2.21329 0.24688 -0.41286
C -1.86146 0.90039 -1.52477
S -2.59096 0.72692 -2.99687
N -0.84842 1.80312 -1.39019
N -0.13908 1.87344 -0.24753
C 0.82010 2.69321 -0.09837
C 1.26156 3.70216 -1.12360
C 1.59936 2.62711 1.18464
C 1.56488 1.23870 1.83890
C 1.89400 0.15539 0.84662
C 3.07892 0.19475 0.12604
C 3.38449 -0.74506 -0.85503
C 2.45391 -1.72652 -1.09034
C 1.27122 -1.78862 -0.35521
C 0.97291 -0.87077 0.62002
O 0.52824 -2.86155 -0.78296
C 1.27274 -3.45558 -1.82496
O 2.48562 -2.75648 -1.99523
H -3.83199 -2.24604 2.75578
H -3.81649 -0.49937 2.39958
H -2.71883 -1.16457 3.63113
H -1.66875 -2.37221 -0.01713
H -3.30902 -2.79673 0.54570
H -3.35668 -1.17249 -1.38399
H -4.09729 -0.49067 0.07685
H -1.62111 0.39052 0.39689
H -0.59985 2.33061 -2.22254
H 1.93248 4.43095 -0.67857
H 1.78732 3.20113 -1.93823
H 0.40530 4.23010 -1.54408
H 2.63145 2.90838 0.96763
H 1.20281 3.36830 1.88539
H 0.57269 1.05591 2.24864
H 2.28340 1.22598 2.66217
H 3.79515 0.97773 0.32364
H 4.30551 -0.70410 -1.41197
H 0.06410 -0.95008 1.19264
H 0.68987 -3.41781 -2.76002
H 1.48540 -4.50653 -1.57254

Löwdin analysis output, partial charges in e: -0.102, -0.217, -0.195, -0.186, 0.014, -0.879, 0.604, -0.020, 0.088, -0.328, -0.022, -0.144, -0.145, -0.241, -0.044, 0.013, -0.204, -0.183, 0.046, 0.017, -0.156, 0.035, 0.091, 0.086, 0.091, 0.109, 0.127, 0.079, 0.119, 0.115, 0.114, 0.077, 0.092, 0.080, 0.106, 0.123, 0.109, 0.119, 0.111, 0.117, 0.104, 0.142, 0.140

***

# 3
Formula: C12H33ClGaO9P2
Source: OMol25
Level of theory: ωB97M-V/def2-TZVPD

Values from the calculation:
Kohn-Sham gap   6.01 eV
Net charge   -1
E_HOMO   -3.3 eV

Atoms and positions in Å:
O 2.40541 -1.52678 1.32058
P 2.32776 -0.39957 0.07323
O 2.87223 -1.27584 -1.23158
Ga 0.04479 -0.03330 -0.47619
P -1.14821 -1.99587 -1.17684
O -2.00870 -2.44557 0.16794
Cl 0.39970 -3.48431 -1.14483
H 2.32310 -2.43166 1.00274
H 2.21752 -1.93089 -1.51481
H 0.06215 0.96777 -1.71260
H -0.72756 0.60118 0.76995
H -1.45311 -2.47815 0.96099
C -3.13688 -4.23728 6.06590
O -1.88728 -4.76428 5.69564
C -1.83703 -5.28161 4.37833
C -0.54436 -4.94730 3.66890
O -0.40590 -3.59224 3.29300
C -0.16318 -2.59964 4.28273
C 1.19877 -2.69905 4.92641
O 1.28260 -3.82908 5.78724
C 2.50433 -4.51972 5.70768
H -3.86341 -5.02825 6.29160
H -2.98508 -3.63684 6.96242
H -3.55071 -3.59518 5.28058
H -2.67472 -4.89906 3.78386
H -1.92290 -6.37702 4.41888
H -0.57314 -5.48644 2.71749
H 0.31663 -5.31274 4.23027
H -0.95823 -2.58355 5.03302
H -0.19768 -1.65551 3.73530
H 1.38822 -1.79541 5.51888
H 1.95353 -2.75477 4.13512
H 2.79463 -4.70494 4.66704
H 2.37146 -5.47781 6.21067
H 3.31704 -3.97300 6.20192
C 2.77510 4.29610 -6.17122
O 1.38219 4.49614 -6.18245
C 0.62042 3.30356 -6.09753
C -0.58258 3.45389 -5.19428
O -0.27723 3.53988 -3.81926
C 0.27726 4.72487 -3.28770
C -0.69616 5.87252 -3.15410
O -1.04274 6.43831 -4.40912
C -2.40332 6.76375 -4.54040
H 3.14190 3.92902 -7.13792
H 3.24166 5.25888 -5.96409
H 3.07246 3.58744 -5.39115
H 1.23754 2.47870 -5.72541
H 0.26035 3.03447 -7.10087
H -1.14996 2.52366 -5.28660
H -1.22353 4.27437 -5.53095
H 1.17574 5.03851 -3.82583
H 0.57260 4.44881 -2.27207
H -0.22472 6.64539 -2.53165
H -1.59252 5.51807 -2.63305
H -3.04684 5.93888 -4.21401
H -2.59242 6.95747 -5.59599
H -2.66698 7.66098 -3.96575

Löwdin analysis output, partial charges in e: -0.459, 0.551, -0.466, -0.014, 0.301, -0.529, 0.029, -0.003, -0.078, -0.148, -0.148, -0.002, -0.123, -0.194, -0.201, -0.184, -0.129, -0.170, -0.188, -0.202, -0.126, 0.084, 0.086, 0.088, 0.125, 0.125, 0.131, 0.114, 0.118, 0.131, 0.128, 0.121, 0.088, 0.085, 0.086, -0.121, -0.197, -0.202, -0.188, -0.128, -0.184, -0.200, -0.196, -0.127, 0.084, 0.084, 0.091, 0.127, 0.124, 0.131, 0.117, 0.119, 0.133, 0.124, 0.125, 0.088, 0.085, 0.084

***

- Which value of net charge does entry 3 give?
  -1